1.
{
  "formula": "C38H33IN3OPRhS2",
  "method": "ωB97M-V/def2-TZVPD",
  "total_energy_ha": -3252.42052,
  "relative_energy_kcal_mol": 0.0,
  "homo_ev": -16.34,
  "gap_ev": 6.26,
  "total_charge": 3,
  "elements": ["Rh", "I", "C", "C", "C", "C", "C", "C", "C", "C", "C", "P", "C", "C", "C", "C", "C", "C", "C", "C", "C", "C", "C", "C", "C", "H", "H", "H", "H", "H", "H", "H", "H", "H", "H", "H", "H", "H", "H", "H", "H", "O", "S", "C", "C", "C", "C", "C", "C", "C", "C", "C", "C", "C", "C", "H", "H", "H", "H", "H", "H", "H", "H", "H", "H", "C", "C", "C", "N", "N", "C", "N", "S", "H", "H", "H", "H", "H", "H", "H"],
  "positions_angstrom": [[-0.200, -0.975, -0.917], [1.858, -2.419, -1.255], [3.234, -1.305, -0.156], [4.433, -1.148, -0.801], [5.511, -0.546, -0.116], [5.335, -0.169, 1.182], [4.088, -0.324, 1.841], [3.986, 0.056, 3.201], [2.817, -0.076, 3.889], [1.677, -0.535, 3.209], [1.719, -0.921, 1.880], [0.067, -1.334, 1.276], [-1.051, -0.104, 1.914], [-0.846, 1.212, 1.465], [-1.624, 2.241, 1.962], [-2.602, 1.972, 2.910], [-2.797, 0.680, 3.374], [-2.029, -0.363, 2.883], [-0.368, -2.986, 1.788], [-1.712, -3.390, 1.821], [-2.039, -4.659, 2.264], [-1.034, -5.542, 2.645], [0.299, -5.161, 2.585], [0.637, -3.884, 2.164], [2.958, -0.872, 1.166], [4.574, -1.492, -1.816], [6.460, -0.420, -0.616], [6.156, 0.256, 1.744], [4.868, 0.450, 3.689], [2.749, 0.196, 4.932], [0.740, -0.567, 3.751], [-0.055, 1.417, 0.754], [-1.460, 3.258, 1.632], [-3.203, 2.779, 3.308], [-3.538, 0.486, 4.137], [-2.166, -1.353, 3.291], [-2.499, -2.712, 1.511], [-3.075, -4.962, 2.321], [-1.292, -6.533, 2.995], [1.075, -5.850, 2.889], [1.675, -3.578, 2.159], [1.099, 0.580, -1.026], [1.392, 1.532, -2.235], [-0.125, 2.319, -2.661], [-0.921, 2.941, -1.698], [-2.091, 3.554, -2.099], [-2.448, 3.559, -3.447], [-1.648, 2.946, -4.395], [-0.475, 2.310, -4.006], [2.327, 2.824, -1.468], [2.930, 3.728, -2.337], [3.652, 4.779, -1.797], [3.776, 4.904, -0.420], [3.187, 3.978, 0.430], [2.451, 2.922, -0.089], [-0.606, 2.966, -0.662], [-2.717, 4.056, -1.374], [-3.354, 4.062, -3.756], [-1.928, 2.965, -5.439], [0.161, 1.826, -4.736], [2.839, 3.619, -3.410], [4.126, 5.496, -2.454], [4.345, 5.726, -0.006], [3.302, 4.078, 1.501], [2.011, 2.179, 0.562], [-5.234, -0.727, -3.566], [-4.830, -0.638, -2.092], [-3.715, -1.564, -1.756], [-2.525, -1.217, -1.394], [-1.686, -2.271, -1.194], [-2.227, -3.456, -1.384], [-1.584, -4.619, -1.248], [-3.879, -3.300, -1.855], [-6.052, -0.037, -3.760], [-5.578, -1.726, -3.831], [-4.401, -0.465, -4.218], [-5.686, -0.875, -1.455], [-4.493, 0.367, -1.836], [-0.687, -4.647, -0.790], [-2.036, -5.495, -1.453]]
}

---

2.
{
  "formula": "C38H33N10O9S3SbV",
  "method": "ωB97M-V/def2-TZVPD",
  "total_energy_ha": -5070.63287,
  "relative_energy_kcal_mol": 27.4,
  "homo_ev": [-12.87, -12.87],
  "spin_multiplicity": 2,
  "gap_ev": [5.97, 6.61],
  "total_charge": 2,
  "elements": ["V", "N", "C", "C", "C", "C", "C", "C", "S", "O", "O", "N", "C", "N", "C", "C", "C", "N", "H", "H", "H", "H", "H", "H", "H", "H", "H", "O", "N", "O", "C", "C", "C", "C", "O", "C", "C", "N", "O", "O", "N", "O", "O", "H", "H", "S", "Sb", "C", "C", "C", "C", "C", "C", "C", "C", "C", "C", "C", "C", "C", "C", "C", "C", "C", "C", "H", "H", "H", "H", "H", "H", "H", "H", "H", "H", "H", "H", "H", "H", "H", "C", "C", "C", "N", "N", "C", "N", "S", "H", "H", "H", "H", "H", "H", "H"],
  "positions_angstrom": [[0.121, -0.104, 0.159], [6.085, -4.043, -2.487], [4.791, -3.671, -2.531], [3.779, -4.625, -2.752], [2.459, -4.246, -2.789], [2.128, -2.902, -2.608], [3.120, -1.934, -2.398], [4.434, -2.315, -2.360], [0.487, -2.451, -2.599], [0.466, -1.246, -3.563], [-0.403, -3.493, -2.984], [0.126, -1.788, -1.182], [0.225, -2.625, -0.084], [0.032, -1.918, 1.051], [0.159, -2.550, 2.230], [0.443, -3.889, 2.265], [0.610, -4.531, 1.033], [0.509, -3.914, -0.134], [6.356, -5.000, -2.625], [6.816, -3.372, -2.334], [4.046, -5.663, -2.892], [1.681, -4.980, -2.945], [2.856, -0.890, -2.292], [5.212, -1.576, -2.210], [0.019, -1.948, 3.119], [0.537, -4.419, 3.199], [0.840, -5.590, 0.995], [6.235, 4.392, -1.324], [5.064, 4.476, -1.609], [4.526, 5.404, -2.168], [4.200, 3.333, -1.236], [2.855, 3.391, -1.557], [2.055, 2.323, -1.204], [2.597, 1.248, -0.520], [1.756, 0.245, -0.170], [3.947, 1.210, -0.222], [4.775, 2.257, -0.591], [4.563, 0.058, 0.473], [5.756, -0.080, 0.336], [3.838, -0.662, 1.125], [0.677, 2.338, -1.640], [0.736, 1.597, -2.860], [-0.180, 1.678, -0.758], [2.448, 4.242, -2.083], [5.832, 2.233, -0.367], [-2.205, -0.082, 0.175], [-2.632, 1.690, -1.315], [-4.681, 1.495, -1.618], [-5.475, 2.639, -1.582], [-6.842, 2.528, -1.804], [-7.405, 1.288, -2.059], [-6.612, 0.147, -2.094], [-5.249, 0.246, -1.873], [-1.596, 1.052, -3.001], [-1.743, -0.231, -3.311], [-0.797, -0.854, -4.295], [-0.304, 0.104, -5.333], [-0.153, 1.379, -5.015], [-0.463, 1.847, -3.619], [-2.435, 3.524, -0.387], [-1.642, 4.558, -0.875], [-1.548, 5.735, -0.147], [-2.226, 5.869, 1.057], [-3.011, 4.831, 1.540], [-3.125, 3.652, 0.815], [-5.046, 3.613, -1.388], [-7.465, 3.411, -1.777], [-8.469, 1.206, -2.232], [-7.059, -0.818, -2.287], [-4.646, -0.655, -1.877], [-2.465, -0.882, -2.832], [-1.192, -1.770, -4.727], [-0.044, -0.286, -6.307], [0.242, 2.100, -5.717], [-0.661, 2.920, -3.594], [-1.092, 4.456, -1.799], [-0.946, 6.552, -0.524], [-2.152, 6.792, 1.616], [-3.550, 4.944, 2.472], [-3.756, 2.852, 1.188], [1.523, 5.199, 3.162], [2.203, 3.831, 3.195], [1.238, 2.712, 2.973], [1.215, 1.991, 1.916], [0.209, 1.036, 1.940], [-0.508, 1.082, 3.040], [-1.529, 0.251, 3.336], [0.007, 2.299, 4.133], [2.256, 5.985, 3.328], [0.761, 5.291, 3.938], [1.044, 5.368, 2.198], [2.713, 3.680, 4.150], [2.954, 3.749, 2.408], [-2.027, -0.166, 2.560], [-2.076, 0.438, 4.160]]
}

---

3.
{
  "formula": "C38H33N6O3PSeTi",
  "method": "ωB97M-V/def2-TZVPD",
  "total_energy_ha": -5614.01953,
  "relative_energy_kcal_mol": 44.7,
  "homo_ev": -14.04,
  "gap_ev": 7.30,
  "total_charge": 2,
  "elements": ["Ti", "C", "C", "C", "C", "C", "O", "C", "N", "C", "C", "C", "C", "C", "C", "P", "C", "C", "C", "C", "C", "C", "C", "C", "C", "C", "C", "C", "H", "H", "H", "H", "H", "H", "H", "H", "H", "H", "H", "H", "H", "H", "H", "H", "H", "H", "H", "H", "H", "H", "H", "H", "Se", "N", "C", "C", "C", "C", "C", "N", "C", "C", "N", "C", "C", "C", "C", "C", "N", "H", "H", "H", "H", "H", "H", "O", "C", "N", "C", "O", "H", "H", "H"],
  "positions_angstrom": [[-0.267, -0.839, -0.297], [3.286, -4.677, 1.364], [2.577, -3.323, 1.292], [1.084, -3.539, 1.278], [2.945, -2.557, 0.026], [4.459, -2.419, -0.151], [4.671, -0.997, -0.213], [3.489, -0.396, -0.071], [2.446, -1.137, 0.031], [3.627, 1.075, -0.043], [4.927, 1.584, 0.059], [5.156, 2.945, 0.094], [4.088, 3.826, 0.019], [2.801, 3.333, -0.088], [2.559, 1.961, -0.115], [0.801, 1.530, -0.352], [0.506, 2.395, -1.929], [0.847, 1.698, -3.089], [0.678, 2.292, -4.332], [0.163, 3.580, -4.421], [-0.166, 4.280, -3.266], [0.007, 3.692, -2.020], [-0.008, 2.438, 0.997], [-1.347, 2.823, 0.922], [-1.974, 3.402, 2.017], [-1.277, 3.584, 3.204], [0.051, 3.184, 3.294], [0.683, 2.611, 2.199], [2.906, -5.257, 2.206], [4.364, -4.587, 1.497], [3.102, -5.255, 0.451], [2.866, -2.709, 2.151], [0.861, -4.255, 0.490], [0.596, -2.589, 1.061], [0.687, -3.923, 2.220], [2.513, -3.078, -0.830], [4.843, -2.866, -1.063], [5.021, -2.794, 0.699], [5.759, 0.899, 0.116], [6.168, 3.318, 0.176], [4.253, 4.897, 0.038], [1.975, 4.030, -0.150], [1.238, 0.689, -3.024], [0.948, 1.751, -5.231], [0.025, 4.042, -5.391], [-0.550, 5.290, -3.335], [-0.246, 4.248, -1.125], [-1.908, 2.691, 0.005], [-3.007, 3.719, 1.939], [-1.766, 4.039, 4.057], [0.602, 3.328, 4.216], [1.723, 2.314, 2.282], [-7.841, -1.132, 1.095], [-6.806, 0.067, 0.307], [-5.636, -0.497, 0.176], [-4.497, 0.154, -0.469], [-4.618, 1.342, -1.192], [-3.531, 1.802, -1.895], [-2.323, 1.131, -1.786], [-2.161, 0.045, -1.028], [-3.269, -0.485, -0.438], [-3.145, -1.850, 0.059], [-1.936, -2.421, -0.113], [-1.838, -3.734, 0.048], [-2.901, -4.525, 0.470], [-4.108, -3.928, 0.743], [-4.248, -2.558, 0.511], [-5.515, -1.846, 0.655], [-6.590, -2.379, 1.173], [-5.578, 1.844, -1.224], [-3.592, 2.677, -2.528], [-1.461, 1.481, -2.325], [-0.885, -4.184, -0.167], [-2.761, -5.592, 0.577], [-4.965, -4.495, 1.088], [0.853, -3.775, -2.924], [0.562, -2.779, -2.410], [0.257, -1.736, -1.852], [-0.240, -0.584, 2.791], [-0.422, -0.590, 1.373], [-0.525, -1.551, 3.193], [-0.864, 0.195, 3.219], [0.803, -0.383, 3.014]]
}